1.
Here is C37H33BrN8O6SZr as an isolated structure from the OMol25 dataset. Energies are from wB97M-V/def2-TZVPD.

- LUMO energy: -5.957 eV
- Energy relative to the best compared isomer or geometry (same formula, charge and spin): 0.000 eV

ORCA input file:
```
! wB97M-V def2-TZVPD RIJCOSX def2/J DEFGRID3
* xyz 2 1
Zr 0.88532 3.31442 0.27680
O 6.69568 3.73568 2.67325
C 5.44678 3.63992 2.23516
C 4.47578 2.83303 2.84754
C 3.21773 2.81809 2.29944
N 2.91429 3.52366 1.21052
C 3.82475 4.32153 0.64114
C 5.10619 4.41368 1.11317
C 3.23301 5.10879 -0.50724
O 3.83905 5.92324 -1.13137
O 1.95591 4.76410 -0.68682
C 2.01431 2.07711 2.84721
O 2.09654 1.31376 3.76890
O 0.92072 2.41091 2.19219
H 6.85233 3.19245 3.45698
H 4.68078 2.24586 3.73400
H 5.82691 5.07214 0.64834
C -1.76191 -10.38240 0.61052
O -2.72243 -9.33237 0.67703
C -2.28930 -8.06636 0.61663
C -0.95091 -7.69171 0.49152
C -0.61907 -6.34993 0.43904
C -1.59860 -5.36367 0.50968
C -2.93778 -5.75257 0.63191
C -3.28193 -7.08139 0.68498
C -1.20123 -3.96533 0.45152
N 0.01218 -3.52101 0.18087
C -0.08067 -2.16499 0.24088
C -1.36413 -1.75935 0.53877
N -2.07442 -2.92651 0.67057
C -1.74325 -0.39160 0.62206
C -3.03758 0.07190 0.91374
C -3.28856 1.41896 0.93161
C -2.24175 2.30204 0.65873
N -1.01128 1.89399 0.39453
C -0.73516 0.56624 0.38392
C 0.62515 0.15189 0.10737
N 1.56394 1.11175 -0.08695
C 2.80311 0.75481 -0.38657
C 3.20605 -0.57847 -0.48489
C 2.28044 -1.56634 -0.26397
C 0.95677 -1.20736 0.02783
H -2.32811 -11.30547 0.67375
H -1.06346 -10.32504 1.44713
H -1.21690 -10.35283 -0.33460
H -0.16900 -8.43410 0.43927
H 0.41738 -6.05532 0.34691
H -3.73590 -5.01994 0.67194
H -4.31277 -7.39423 0.77614
H -3.03280 -3.03218 0.95465
H -3.83430 -0.63057 1.12355
H -4.27150 1.80719 1.15635
H -2.41363 3.37101 0.65947
H 3.51401 1.55547 -0.55413
H 4.23573 -0.80655 -0.72062
H 2.53847 -2.61645 -0.31225
C 0.37841 -2.01932 -3.41510
C 0.26138 -0.69170 -4.14324
N 0.59762 0.46860 -3.30186
C -0.17194 1.44198 -2.82950
S 0.62063 2.93296 -2.38199
N -1.49429 1.37958 -2.73629
C -2.42067 0.24898 -2.86457
C -3.25240 0.31027 -4.13485
H 0.14821 -2.83574 -4.09879
H -0.30061 -2.08473 -2.56341
H 1.39281 -2.17095 -3.04478
H -0.72754 -0.54144 -4.56526
H 0.95667 -0.66465 -4.98244
H 1.57882 0.70153 -3.25850
H -1.90930 2.25950 -2.47047
H -3.07204 0.28938 -1.98965
H -1.85658 -0.67619 -2.78462
H -3.83838 1.22895 -4.17047
H -3.94542 -0.52983 -4.16802
H -2.63061 0.27818 -5.02919
Br -1.16321 5.56656 -0.82143
C -0.82098 5.94466 0.99284
C -1.27854 7.09772 1.59106
C -0.99625 7.26701 2.93818
C -0.29338 6.28202 3.61756
C 0.12280 5.16203 2.92968
N -0.12507 4.99374 1.61694
H -1.83343 7.82958 1.02316
H -1.33176 8.15784 3.45217
H -0.07030 6.37633 4.67017
H 0.65437 4.35754 3.41456
*
```


2.
Here is C21H22N5OSbSe4Tc as an isolated structure from the OMol25 dataset. Energies are from wB97M-V/def2-TZVPD.

- LUMO energy: -9.804 eV

ORCA input file:
```
! wB97M-V def2-TZVPD RIJCOSX def2/J DEFGRID3
* xyz 3 1
Tc -0.29366 0.67104 1.12445
N 3.49741 -6.99100 -4.60305
C 3.06737 -6.13569 -3.97004
C 2.52994 -5.06637 -3.17424
C 2.58585 -3.75574 -3.64639
C 2.08628 -2.72657 -2.87113
C 1.50098 -3.00250 -1.63185
C 1.43287 -4.32096 -1.17397
C 1.95829 -5.34744 -1.93503
C 0.96546 -1.91023 -0.80497
C -0.36121 -1.97750 -0.35794
C -1.32714 -2.93199 -0.67261
C -2.50568 -2.60483 0.01493
C -2.24340 -1.45364 0.71545
N -0.95901 -1.02850 0.49073
C 1.80552 -0.83737 -0.47169
C 3.16251 -0.68190 -0.75425
C 3.58938 0.53322 -0.19590
C 2.49749 1.07995 0.43024
N 1.39575 0.27717 0.27906
H 3.01933 -3.55284 -4.61576
H 2.11572 -1.71114 -3.24443
H 1.00729 -4.53724 -0.20262
H 1.93241 -6.36663 -1.57534
H -1.18527 -3.76141 -1.34650
H -3.43780 -3.14431 -0.00196
H -2.89383 -0.90147 1.37804
H 3.77216 -1.38934 -1.29237
H 4.58223 0.94973 -0.22850
H 2.43693 1.98975 1.00915
C -3.88707 4.31846 -0.55136
N -3.07252 3.10231 -0.40929
C -3.80726 1.86131 -0.15741
C -1.75472 3.12684 -0.32319
O -1.16148 2.14157 0.32783
N -0.98278 4.07023 -0.83971
C -1.37026 4.86599 -2.01439
C 0.40921 4.21059 -0.40692
H -4.72058 4.23656 0.14366
H -4.27976 4.42170 -1.56123
H -3.30526 5.19460 -0.28415
H -4.75189 1.91702 -0.69260
H -4.01369 1.73821 0.90727
H -3.25324 1.00625 -0.53705
H -2.18949 4.38649 -2.54045
H -0.51112 4.90291 -2.68149
H -1.64459 5.88227 -1.73759
H 0.49689 4.01914 0.66001
H 0.71587 5.23686 -0.59225
H 1.06291 3.53985 -0.96706
Se 0.85425 0.40867 8.82313
Sb 1.43575 -0.77967 10.69536
Se 0.07844 0.41033 3.23433
Se 0.75528 -2.08854 12.60759
Se 3.16291 -1.49418 12.22545
*
```


3.
Here is C28H44CrN2O3S2Si as an isolated structure at a distorted geometry from the OMol25 dataset. Energies are from wB97M-V/def2-TZVPD.

- LUMO energy (alpha / beta): -0.441 / -0.457 eV
- Energy relative to the best compared isomer or geometry (same formula, charge and spin): 1.825 eV

ORCA input file:
```
! wB97M-V def2-TZVPD RIJCOSX def2/J DEFGRID3
* xyz 0 5
Cr -0.09528 -0.10038 -0.26008
C 2.86374 -0.65867 -0.66980
N 1.81101 -1.34930 0.06995
C 2.27778 -1.57085 1.43554
C 1.46795 -2.63183 -0.56898
C -0.00831 -2.94870 -0.49327
C -0.44889 -4.26099 -0.60209
C -1.80695 -4.54347 -0.62249
C -2.72067 -3.50456 -0.53445
C -2.26710 -2.20029 -0.42232
C -0.91034 -1.88085 -0.40460
H 3.78315 -1.25776 -0.74131
H 3.09525 0.27056 -0.14907
H 2.51555 -0.41444 -1.67366
H 3.22827 -2.12232 1.44007
H 1.53694 -2.12635 2.00066
H 2.43924 -0.61766 1.93641
H 2.06138 -3.45303 -0.14665
H 1.73328 -2.56362 -1.62939
H 0.27106 -5.06795 -0.67429
H -2.14937 -5.56630 -0.70379
H -3.78258 -3.71579 -0.54939
H -2.99967 -1.40435 -0.35022
S -0.86739 2.14875 3.21812
C -0.40171 1.46980 1.67331
N -0.28995 0.14303 1.66716
C -0.60489 -0.40979 2.85933
C -0.65247 -1.77965 3.16585
C -0.87929 -2.15698 4.46987
C -1.09041 -1.21720 5.47537
C -1.14631 0.13765 5.17570
C -0.89919 0.52799 3.87752
H -0.07947 2.13439 0.88650
H -0.52786 -2.50917 2.37941
H -0.89645 -3.20632 4.72066
H -1.21796 -1.54210 6.49720
H -1.37735 0.87115 5.93440
C -0.82891 4.27825 -5.20983
C -0.98632 2.75823 -5.33829
C -2.14436 2.28553 -4.46560
C -1.21178 2.33195 -6.79380
O 0.24688 2.18915 -4.92377
Si 0.58244 0.82080 -4.12276
S 0.16303 1.18516 -2.09396
O 2.15918 0.47007 -4.31538
C 3.28363 1.28759 -4.59243
C 3.11308 1.95839 -5.95582
C 3.43815 2.34358 -3.49939
C 4.50663 0.36252 -4.60991
O -0.31472 -0.42692 -4.63501
C -0.00573 -1.62728 -5.31932
C -1.33419 -2.24029 -5.77267
C 0.70691 -2.57450 -4.35298
C 0.87314 -1.34298 -6.53814
H -1.73553 4.78438 -5.53036
H 0.00662 4.62581 -5.81330
H -0.63069 4.52931 -4.17010
H -3.06303 2.75798 -4.79783
H -1.95510 2.54494 -3.42725
H -2.24227 1.20585 -4.53264
H -2.14460 2.73424 -7.17980
H -1.25065 1.24535 -6.83675
H -0.38715 2.67572 -7.41375
H 2.21173 2.56157 -5.94427
H 3.01567 1.20868 -6.73651
H 3.97200 2.58877 -6.16872
H 2.53219 2.94028 -3.44799
H 4.28329 2.98942 -3.71799
H 3.59122 1.86461 -2.53641
H 4.40028 -0.39294 -5.38454
H 4.61689 -0.14117 -3.65259
H 5.40178 0.94644 -4.80734
H -1.97796 -2.41997 -4.91600
H -1.14519 -3.18264 -6.28095
H -1.84794 -1.56935 -6.45682
H 0.08027 -2.74281 -3.47986
H 1.64292 -2.11966 -4.03783
H 0.91356 -3.52412 -4.83936
H 0.37824 -0.64112 -7.20412
H 1.06947 -2.26817 -7.07445
H 1.81164 -0.90638 -6.21408
*
```


The total energy results, record by record, are as follows: -5338.3806; -11088.2278; -3559.0763 a.u..